{"formula": "C35H55ClO2P4SiW", "method": "ωB97M-V with the def2-TZVPD basis set", "species": ["P", "C", "C", "H", "C", "H", "C", "H", "C", "H", "C", "H", "C", "C", "H", "C", "H", "C", "H", "C", "H", "C", "H", "C", "C", "H", "C", "H", "C", "H", "C", "H", "C", "H", "W", "C", "C", "H", "C", "O", "H", "C", "H", "C", "Cl", "P", "P", "C", "H", "H", "H", "C", "H", "H", "H", "C", "H", "H", "H", "C", "H", "H", "H", "C", "H", "H", "H", "C", "H", "H", "H", "P", "C", "C", "H", "H", "H", "H", "H", "H", "C", "H", "H", "H", "H", "C", "Si", "C", "C", "O", "H", "H", "H", "H", "H", "H", "H", "H", "H"], "coordinates": [[-1.519252, -0.961320, -3.274456], [-3.246985, -0.993985, -3.900493], [-3.734973, -0.235785, -4.972689], [-3.164862, 0.545229, -5.435391], [-5.008278, -0.444001, -5.516939], [-5.368778, 0.184146, -6.352321], [-5.841389, -1.404886, -4.984452], [-6.893032, -1.555577, -5.365309], [-5.431006, -2.168643, -3.896340], [-6.119557, -2.928744, -3.412615], [-4.139590, -1.967610, -3.357457], [-3.852293, -2.598642, -2.508695], [-0.870304, 0.494800, -4.121911], [-1.186377, 1.760573, -3.571745], [-1.701947, 1.843299, -2.607422], [-0.854062, 2.949691, -4.256685], [-1.088809, 3.930464, -3.768360], [-0.217935, 2.867154, -5.489761], [0.067641, 3.823926, -5.992705], [0.114784, 1.641141, -6.037855], [0.652994, 1.597258, -6.986189], [-0.202927, 0.454687, -5.352316], [0.089042, -0.462726, -5.814954], [-0.799436, -2.322631, -4.243575], [-1.385998, -2.890453, -5.387567], [-2.379645, -2.689232, -5.710107], [-0.682546, -3.805093, -6.209912], [-1.150519, -4.234355, -7.084631], [0.624440, -4.179961, -5.863002], [1.196411, -4.908487, -6.461872], [1.215666, -3.672629, -4.690289], [2.235207, -3.986605, -4.371452], [0.490391, -2.767534, -3.891491], [0.988514, -2.430424, -2.969142], [-0.415375, -0.068977, 1.484594], [1.398911, 0.881582, 1.571642], [1.948720, 1.184132, 0.341787], [1.966136, 1.092571, 2.492580], [1.202511, 0.815981, -0.892693], [2.012662, -0.002700, -1.705175], [1.579271, -0.075353, -2.602978], [-0.105059, 0.114747, -0.477079], [1.011212, 1.715601, -1.471364], [-1.060985, -0.762245, -1.252566], [-2.388437, -1.231326, 2.086662], [0.922390, -1.991411, 2.369382], [-1.372692, 1.975666, 2.231696], [0.143555, -2.981739, 3.658159], [-0.826698, -3.345652, 3.301748], [0.004265, -2.319254, 4.522958], [0.790744, -3.828776, 3.936842], [1.143342, -3.100972, 0.928232], [1.662241, -2.561474, 0.118714], [0.170732, -3.459204, 0.558304], [1.753495, -3.964607, 1.231853], [2.603838, -1.637984, 2.951960], [2.537232, -0.931061, 3.792914], [3.178003, -1.192700, 2.125983], [3.094214, -2.569090, 3.280996], [-1.972547, 1.943713, 3.923400], [-1.103426, 1.770133, 4.571647], [-2.679209, 1.111534, 4.035859], [-2.456043, 2.899862, 4.165729], [-0.274699, 3.414054, 2.136528], [0.154995, 3.460570, 1.126195], [0.542522, 3.315974, 2.869233], [-0.853451, 4.325793, 2.341777], [-2.812965, 2.314186, 1.168026], [-3.540542, 1.491144, 1.219994], [-2.477114, 2.438841, 0.126284], [-3.280587, 3.245652, 1.512029], [3.595914, 1.894235, 0.317132], [3.977969, 2.496810, 1.959609], [3.586810, 3.251006, -0.857669], [4.014606, 1.663900, 2.674064], [3.213235, 3.215568, 2.286863], [4.959180, 2.993650, 1.938731], [3.102378, 2.917517, -1.787765], [4.614769, 3.576137, -1.074296], [3.019365, 4.093538, -0.428432], [4.765426, 0.628365, -0.182610], [5.047438, 0.020415, 0.693717], [5.662153, 1.092441, -0.610386], [4.279763, -0.009367, -0.938093], [-2.179425, -1.314183, -1.125794], [-1.375280, -0.133141, 6.866969], [0.457437, 0.095649, 6.331914], [1.048877, 1.743632, 7.098674], [1.413268, -1.282635, 7.234827], [0.655139, 0.063134, 4.771169], [-1.464645, -0.482916, 7.906036], [-1.849683, -0.882548, 6.217314], [-1.948815, 0.800086, 6.781649], [1.110804, 1.698383, 8.196913], [2.044453, 1.997834, 6.716602], [0.388821, 2.579209, 6.833877], [0.887380, -2.243274, 7.157376], [2.415479, -1.409782, 6.800898], [1.521412, -1.033871, 8.298955]], "forces_ev_per_a": [[1.140, 1.114, -1.220], [-1.534, -1.014, 1.259], [-0.027, 0.201, -0.152], [0.493, 0.222, 0.017], [0.184, 0.379, -0.176], [0.435, -0.425, 0.584], [-1.671, -0.561, 0.058], [1.406, 0.246, 0.284], [0.428, -0.566, 1.041], [1.000, 1.064, -0.762], [-0.283, 0.039, -0.278], [0.045, 0.239, -0.292], [0.138, 1.176, 0.141], [0.210, 0.471, -0.346], [0.156, -0.152, -0.351], [-0.436, -0.309, 1.169], [0.225, -1.021, -0.709], [0.368, 1.380, -0.217], [-0.317, -1.060, 0.315], [0.023, -0.487, 0.292], [-0.229, -0.065, 0.282], [0.022, 0.877, -0.125], [-0.003, -0.584, -0.065], [0.954, -1.041, 0.508], [0.739, -0.670, -0.509], [-0.673, 0.485, 0.097], [0.639, 0.530, 1.272], [-0.101, 0.107, 0.035], [0.224, -0.080, 0.298], [-0.478, 0.500, 0.238], [-0.338, 0.195, 0.120], [-0.980, 0.260, -0.360], [0.746, -0.254, -0.042], [-0.409, 0.036, -0.360], [-1.658, -1.846, 1.179], [1.740, 0.414, -1.039], [0.102, -0.255, 2.292], [-0.450, -0.010, -0.313], [-0.524, -0.472, -0.933], [-0.237, -0.506, -1.602], [0.714, 0.135, 1.278], [-2.979, -2.605, -2.014], [-0.627, 0.408, -0.051], [-1.694, 0.377, -1.525], [0.446, 0.136, -0.190], [0.743, -0.515, 0.528], [-0.526, 1.227, 0.408], [-0.150, -0.085, 0.202], [0.216, 0.033, 0.130], [0.026, -0.119, -0.196], [-0.176, 0.289, -0.171], [0.083, -0.016, -0.149], [-0.184, -0.183, 0.257], [0.288, 0.138, 0.142], [-0.182, 0.211, -0.084], [0.224, 0.053, -0.042], [-0.187, -0.192, -0.149], [-0.086, -0.186, 0.208], [-0.210, 0.308, -0.158], [-0.029, -0.134, 0.201], [-0.189, -0.092, -0.072], [0.178, 0.229, 0.090], [0.072, -0.217, -0.096], [-0.016, 0.272, -0.202], [-0.115, 0.120, 0.268], [-0.387, -0.038, -0.182], [0.241, -0.184, -0.027], [0.034, 0.295, -0.192], [0.290, 0.248, 0.061], [-0.171, -0.025, 0.320], [-0.022, -0.191, -0.142], [-0.659, -0.235, -0.266], [0.170, 0.166, 0.177], [0.143, 0.257, -0.101], [0.052, 0.213, -0.189], [0.248, -0.187, -0.124], [-0.257, -0.139, 0.017], [0.224, 0.119, 0.251], [-0.332, -0.038, 0.022], [0.200, -0.308, -0.192], [0.229, -0.204, -0.083], [-0.121, 0.227, -0.353], [-0.112, -0.145, 0.137], [0.219, 0.263, 0.277], [3.451, 1.764, 1.771], [0.306, 0.050, -0.152], [-0.339, 0.101, 1.938], [-0.038, -0.174, -0.103], [-0.053, 0.155, -0.270], [-0.015, -0.013, -2.587], [0.045, 0.108, -0.256], [-0.001, 0.078, 0.131], [0.053, -0.160, 0.019], [-0.058, 0.014, -0.303], [-0.018, -0.053, 0.085], [0.003, -0.084, 0.053], [0.100, 0.098, 0.058], [-0.133, 0.016, 0.163], [-0.001, -0.138, -0.200]], "fmax_ev_per_a": 4.44, "homo_lumo_gap_ev": [4.92, 4.89], "e_tot_ev": -100647.7731, "multiplicity": 3, "lumo_energy_ev": [-6.84, -6.86], "charge": 2}

=====

{"formula": "C3H4O", "method": "ωB97M-V with the def2-TZVPD basis set", "species": ["C", "C", "O", "C", "H", "H", "H", "H"], "coordinates": [[2.117112, -0.516588, -0.034379], [1.105255, 0.126252, 0.051080], [0.134717, 0.955593, 0.074152], [-1.397364, 0.227915, -0.017989], [2.945578, -1.153528, 0.031151], [-1.477468, -0.114962, -1.040695], [-2.056886, 1.044737, 0.229330], [-1.370945, -0.569422, 0.707347]], "forces_ev_per_a": [[-0.563, 0.002, 0.160], [0.551, -0.215, -0.245], [-3.746, -0.755, -0.051], [3.158, 1.241, 0.028], [0.515, -0.306, -0.035], [0.045, 0.014, -0.042], [0.023, 0.098, 0.042], [0.016, -0.079, 0.142]], "fmax_ev_per_a": 3.82, "de_lowest_kj_mol": 231.7, "homo_lumo_gap_ev": 9.77, "e_tot_ev": -5219.7354, "lumo_energy_ev": 0.82, "smiles": "C#COC"}

=====

{"formula": "C20H30O2", "method": "ωB97M-V with the def2-TZVPD basis set", "species": ["C", "C", "C", "C", "C", "C", "C", "C", "C", "C", "C", "C", "C", "C", "C", "C", "C", "C", "C", "C", "O", "O", "H", "H", "H", "H", "H", "H", "H", "H", "H", "H", "H", "H", "H", "H", "H", "H", "H", "H", "H", "H", "H", "H", "H", "H", "H", "H", "H", "H", "H", "H"], "coordinates": [[-5.879561, -0.396343, 1.333189], [-4.745443, -0.000831, 0.386656], [-4.375305, -1.148800, -0.500558], [-3.242577, -1.834617, -0.514357], [-2.018657, -1.605666, 0.325618], [-0.819678, -1.418526, -0.562633], [-0.490204, -0.271543, -1.138230], [-1.255335, 1.012879, -0.967589], [-0.711836, 2.091563, -1.851823], [-0.070705, 3.190747, -1.486883], [0.289462, 3.627358, -0.095977], [1.772112, 3.871940, -0.015844], [2.698634, 2.943010, 0.164964], [2.467820, 1.476938, 0.340308], [3.300421, 0.900954, 1.448761], [3.180029, -0.315670, 1.957832], [2.203208, -1.363865, 1.520685], [2.921169, -2.619176, 1.013336], [3.763125, -2.331896, -0.235988], [2.895513, -1.971519, -1.411268], [2.864442, -0.902934, -1.962314], [2.130307, -2.996655, -1.808066], [-5.564608, -1.214932, 1.976691], [-6.751907, -0.720032, 0.769486], [-6.165723, 0.446460, 1.958413], [-3.891016, 0.338591, 0.971653], [-5.079731, 0.834228, -0.236383], [-5.165902, -1.448621, -1.178539], [-3.141925, -2.656112, -1.213546], [-1.862271, -2.482757, 0.960100], [-2.147839, -0.737407, 0.971281], [-0.227202, -2.305278, -0.743848], [0.387985, -0.208600, -1.766644], [-2.304203, 0.833198, -1.225259], [-1.231824, 1.316093, 0.082333], [-0.868924, 1.911744, -2.908473], [0.266655, 3.873854, -2.256729], [-0.238106, 4.559155, 0.128606], [-0.012850, 2.882122, 0.639531], [2.080892, 4.898675, -0.163006], [3.739883, 3.241771, 0.180842], [2.734625, 0.974052, -0.597459], [1.411797, 1.272478, 0.515723], [4.060994, 1.559815, 1.848435], [3.841563, -0.623527, 2.758675], [1.580741, -1.647519, 2.375239], [1.549600, -0.977675, 0.739421], [3.581454, -2.999979, 1.795365], [2.188477, -3.393700, 0.780313], [4.447364, -1.505432, -0.043021], [4.330740, -3.225724, -0.500791], [1.574325, -2.732279, -2.558204]], "forces_ev_per_a": [[0.132, 0.142, -0.045], [-0.039, -0.111, 0.061], [-0.126, 0.181, 0.004], [0.071, -0.149, 0.030], [-0.066, 0.050, -0.048], [0.020, -0.130, 0.060], [0.018, 0.001, -0.027], [0.024, 0.042, 0.085], [-0.174, -0.056, -0.037], [-0.076, 0.161, 0.040], [-0.017, -0.106, -0.054], [-0.012, 0.178, 0.086], [0.027, -0.010, 0.061], [-0.050, 0.000, -0.141], [0.058, 0.053, 0.055], [-0.104, -0.132, 0.077], [0.129, -0.051, 0.039], [-0.046, 0.109, -0.085], [-0.100, -0.148, 0.097], [0.284, 0.308, -0.040], [-0.004, 0.167, -0.109], [-0.327, -0.648, -0.016], [-0.021, -0.076, 0.065], [-0.111, -0.050, -0.007], [-0.091, 0.038, 0.079], [0.026, 0.085, -0.052], [0.076, 0.042, 0.038], [-0.027, -0.109, -0.136], [-0.087, -0.079, -0.100], [0.007, 0.087, 0.070], [0.001, -0.025, 0.089], [0.175, -0.045, -0.069], [0.149, -0.120, -0.082], [-0.035, 0.034, 0.090], [-0.085, 0.011, 0.017], [0.060, 0.060, -0.149], [0.019, -0.003, -0.164], [-0.003, -0.076, 0.080], [-0.062, 0.048, 0.034], [0.142, 0.080, -0.005], [0.107, 0.117, -0.037], [-0.098, -0.006, 0.019], [-0.078, -0.059, -0.068], [0.129, 0.017, 0.108], [0.152, 0.064, 0.108], [-0.086, 0.016, -0.066], [-0.111, 0.010, 0.029], [-0.016, -0.063, -0.003], [0.042, -0.059, 0.071], [-0.034, -0.046, -0.130], [0.048, 0.033, -0.025], [0.190, 0.221, 0.104]], "fmax_ev_per_a": 0.73, "de_lowest_kj_mol": 181.4, "homo_lumo_gap_ev": 9.60, "e_tot_ev": -25319.8211, "lumo_energy_ev": 0.74, "smiles": "CC/C=C\\C/C=C\\C/C=C\\C/C=C\\C/C=C\\CCCC(=O)O"}